(1)
C28H38BClF5N6OS7SeTi | ωB97M-V with the def2-TZVPD basis set

Computed properties:
Net charge: -1
E_LUMO: 0.0746 Ha
Energy relative to the best compared isomer or geometry (same formula, charge and spin): 83.0 kJ/mol
HOMO-LUMO gap: 6.6 eV

```
89
C28H38BClF5N6OS7SeTi | OMol25 | ωB97M-V with the def2-TZVPD basis set
Ti -1.68 0.24 -1.46
C -2.39 -2.97 1.86
C -1.57 -3.02 3.14
C -1.52 -4.47 3.64
C -2.18 -2.16 4.25
N -0.18 -2.56 2.85
C 0.94 -3.40 2.90
C 1.99 -2.68 2.47
N 1.55 -1.41 2.15
B 2.61 -0.45 1.55
N 3.05 -1.00 0.19
C 4.37 -0.90 -0.20
C 4.50 -1.52 -1.38
N 3.24 -2.02 -1.73
C 2.34 -1.64 -0.76
S 0.66 -1.91 -0.64
C 3.13 -2.78 -3.02
C 3.33 -1.79 -4.16
C 1.80 -3.52 -3.19
C 4.24 -3.83 -3.03
N 2.18 1.04 1.53
C 1.91 1.65 2.74
C 1.63 2.94 2.51
N 1.74 3.14 1.13
C 2.09 1.96 0.54
S 2.35 1.70 -1.14
C 1.41 4.44 0.46
C 0.21 4.25 -0.48
C 1.04 5.47 1.52
C 2.64 4.95 -0.30
C 0.22 -1.34 2.37
S -0.77 0.03 2.13
H -3.37 -3.42 2.03
H -1.88 -3.51 1.06
H -2.54 -1.94 1.53
H -2.54 -4.77 3.87
H -0.92 -4.57 4.54
H -1.14 -5.14 2.87
H -3.17 -2.55 4.50
H -2.29 -1.13 3.92
H -1.56 -2.18 5.14
H 0.89 -4.42 3.22
H 3.02 -2.97 2.34
H 3.58 -0.53 2.28
H 5.09 -0.38 0.40
H 5.36 -1.64 -2.00
H 2.54 -1.03 -4.15
H 3.29 -2.32 -5.12
H 4.29 -1.28 -4.09
H 0.97 -2.83 -3.28
H 1.61 -4.19 -2.35
H 1.87 -4.10 -4.11
H 5.23 -3.39 -3.14
H 4.09 -4.50 -3.88
H 4.22 -4.42 -2.11
H 1.92 1.10 3.66
H 1.35 3.71 3.20
H -0.60 3.73 0.04
H 0.49 3.68 -1.36
H -0.15 5.23 -0.80
H 0.13 5.19 2.06
H 0.85 6.42 1.02
H 1.85 5.63 2.24
H 2.94 4.25 -1.07
H 3.47 5.11 0.39
H 2.39 5.91 -0.78
S -0.07 0.01 -3.28
S -0.74 1.32 -4.72
S -1.03 2.99 -3.57
S -2.56 2.38 -2.35
F -8.12 3.64 -1.64
C -7.03 3.01 -1.19
C -6.90 1.65 -1.37
F -7.89 0.97 -1.97
C -5.78 1.00 -0.89
F -5.72 -0.33 -1.05
C -4.76 1.67 -0.22
Se -3.29 0.76 0.58
C -4.92 3.04 -0.07
F -4.00 3.76 0.56
C -6.03 3.71 -0.55
F -6.16 5.03 -0.39
Cl -3.28 -0.75 -3.06
C -2.50 -1.64 -1.71
H -1.88 -2.43 -2.14
H -3.27 -2.04 -1.07
O -0.39 1.04 -0.36
H 0.57 1.23 -0.66
H -0.35 0.79 0.58
```

Mulliken atomic charge list, values in e, 5 entries: -0.50 -1.00 1.45 -2.33 -1.63

(2)
C28H38CuN4OP2 | ωB97M-V with the def2-TZVPD basis set

Computed properties:
Net charge: 0
E_LUMO (spin up / spin down): 0.0073 / -0.0821 Ha
Energy relative to the best compared isomer or geometry (same formula, charge and spin): 0.0 kJ/mol
Spin multiplicity: 2
HOMO-LUMO gap (spin up / spin down): 8.5 / 6.1 eV

```
74
C28H38CuN4OP2 | OMol25 | ωB97M-V with the def2-TZVPD basis set
Cu 4.21 1.49 3.67
C 4.99 -0.94 0.11
C 4.05 -0.02 0.31
C 2.58 -0.14 0.04
C 1.61 -0.53 1.19
C 1.94 -1.79 1.93
C 2.74 -2.77 1.50
C 3.34 -2.90 0.13
C 4.82 -2.41 0.04
C 3.19 0.55 4.92
H 6.04 -0.60 0.11
H 4.32 0.99 0.69
H 2.42 -0.83 -0.80
H 2.26 0.87 -0.25
H 1.51 0.32 1.90
H 0.62 -0.66 0.72
H 1.49 -1.86 2.92
H 2.93 -3.63 2.16
H 2.74 -2.46 -0.67
H 3.38 -3.98 -0.07
H 5.41 -2.88 0.85
H 5.29 -2.72 -0.92
H 3.80 -0.17 5.54
H 2.62 0.00 4.12
H 2.58 1.20 5.55
P -2.61 -0.24 0.61
P -1.03 2.07 -1.60
N -3.03 -1.97 0.62
N -4.19 0.26 1.29
N -0.50 0.94 -2.87
N -1.07 3.46 -2.69
C -3.05 0.07 -1.17
C -2.81 1.52 -1.62
C -2.27 -2.90 1.34
C -2.88 -4.14 1.24
C -4.06 -3.97 0.45
C -4.11 -2.65 0.05
C -4.26 1.10 2.42
C -5.59 1.32 2.73
C -6.38 0.60 1.77
C -5.49 0.00 0.88
C 0.65 0.18 -2.59
C 0.84 -0.75 -3.60
C -0.22 -0.56 -4.55
C -1.05 0.43 -4.05
C -1.41 3.57 -4.05
C -1.59 4.91 -4.36
C -1.32 5.66 -3.17
C -0.99 4.76 -2.17
H -4.10 -0.22 -1.35
H -2.42 -0.64 -1.74
H -3.23 1.66 -2.63
H -3.32 2.23 -0.94
H -1.35 -2.58 1.82
H -2.52 -5.06 1.68
H -4.80 -4.72 0.22
H -4.80 -2.15 -0.63
H -3.34 1.44 2.88
H -5.96 1.92 3.55
H -7.45 0.51 1.74
H -5.70 -0.56 -0.01
H 1.20 0.39 -1.69
H 1.64 -1.46 -3.64
H -0.34 -1.08 -5.49
H -1.99 0.81 -4.43
H -1.48 2.70 -4.68
H -1.89 5.30 -5.32
H -1.36 6.74 -3.07
H -0.71 4.90 -1.14
C 6.32 0.37 2.87
O 5.68 1.60 2.58
H 5.60 -0.39 3.24
H 7.07 0.54 3.64
H 6.81 -0.06 1.98
```

Mulliken atomic charge list, values in e, 5 entries: -0.06 -1.15 -0.54 -0.46 0.91